[1]
This record from the Open Molecules 2025 dataset describes a structure of composition C38H49ClN3O5SiV at a distorted geometry. The level of theory is ωB97M-V with the def2-TZVPD basis set.

* HOMO level (spin up / spin down): -1.11 / -1.90 eV
* HOMO-LUMO gap (spin up / spin down): 3.7 / 4.5 eV
* calculated total energy: -100996.341 eV
* molecular weight: 742.31 g mol⁻¹
* charge: -1
* relative energy (zero: lowest compared OMol25 entry of this formula, charge and spin): 1.239 eV
* multiplicity: 4
* LUMO energy (spin up / spin down): 2.6 / 2.6 eV

The geometry in XYZ format:
```
98
Properties=species:S:1:pos:R:3:forces:R:3
O 1.3788 -0.1661 -4.5959 -2.78 1.13 -1.93
C 0.2326 0.2872 -4.6159 0.09 -1.85 1.76
C -0.2902 1.6016 -5.0515 -0.30 0.68 -0.83
C -0.3912 2.5427 -4.0226 0.22 0.25 -0.06
H -0.3889 2.2128 -2.9741 0.31 0.25 -0.29
C -0.4622 3.9012 -4.3554 -0.29 -0.20 -0.22
H -0.4629 4.6518 -3.5479 -0.01 -0.42 -0.57
C -0.5224 4.2603 -5.7101 0.26 0.05 0.22
H -0.4204 5.3116 -5.9825 -0.24 -0.25 0.01
C -0.6934 3.2911 -6.7133 -0.28 0.18 0.39
H -0.8185 3.5946 -7.7548 -0.14 -0.08 0.35
C -0.6925 1.9442 -6.3684 0.95 -0.20 0.78
H -0.9754 1.1468 -7.0566 0.56 0.28 -0.11
H -0.5388 -0.2681 -4.0266 0.17 -0.17 -0.26
C -3.2185 -1.2818 -2.2179 0.23 0.21 0.05
C -3.0879 -0.2643 -1.0947 -1.99 -0.54 -1.60
H -3.7555 -0.8440 -3.0630 -0.19 -0.02 -0.08
H -3.7789 -2.1490 -1.8695 -0.10 -0.34 -0.21
H -2.2712 -1.6524 -2.6283 0.07 -0.20 -0.09
C -3.5191 1.0367 -1.1800 0.40 -0.29 -0.60
C -4.7965 1.6427 -0.7035 -0.21 0.09 0.42
H -2.9992 1.7283 -1.8617 -0.26 0.28 -0.13
H -5.3313 1.9709 -1.6023 -0.18 0.14 -0.01
H -4.6477 2.5319 -0.0835 -0.09 0.16 0.13
H -5.4287 0.9180 -0.1807 0.10 0.01 0.09
V -1.3664 0.0368 -0.3272 0.81 0.66 0.84
Cl -0.9659 2.3323 -0.2416 0.31 1.29 -0.13
C -2.9651 0.6616 2.1109 1.62 -1.52 -1.52
O -2.2826 -0.2106 1.4982 -1.05 1.61 1.67
N -3.6155 0.3292 3.2210 -0.15 -0.13 0.11
C -3.5344 -1.0409 3.6964 0.03 -0.07 0.01
C -4.2455 1.3281 4.0457 -0.03 0.53 -0.02
H -3.0175 1.6936 1.7303 -0.08 -0.23 0.23
H -3.8682 -1.7369 2.9215 0.12 0.12 0.04
H -4.1928 -1.1196 4.5592 0.04 -0.14 0.01
H -2.5135 -1.3071 3.9888 -0.08 0.01 -0.07
H -4.9065 1.9589 3.4501 -0.05 -0.02 0.01
H -3.5103 1.9763 4.5308 -0.03 -0.06 0.03
H -4.8293 0.8294 4.8119 -0.12 0.04 0.04
H 3.8634 2.4691 -4.1500 -0.20 0.16 0.06
H 3.8031 1.3951 -0.9611 -0.28 0.05 -0.12
C 2.8191 2.3080 -3.8267 0.52 -0.18 -0.13
C 2.8521 1.7296 -1.4044 -0.49 -0.05 0.50
N 2.7323 1.2904 -2.7908 0.46 -0.31 -0.25
H 2.2347 1.9998 -4.7019 0.24 0.23 0.25
C 3.0049 -0.0198 -3.1013 -0.18 -0.53 1.99
O 2.6975 -0.9772 -2.3612 1.19 1.57 -1.23
H 2.0104 1.3466 -0.8065 0.29 0.13 0.01
H 3.5961 -0.1330 -4.0257 -0.32 -0.21 0.05
H 2.4096 3.2431 -3.4214 0.15 -0.32 -0.27
H 2.8330 2.8282 -1.3964 -0.08 -0.36 0.06
H -0.9421 -4.6512 0.0436 -0.03 -0.02 -0.22
H 1.9139 -4.8957 -1.3574 -0.09 0.17 -0.09
C -0.9055 -4.5759 -1.0502 -0.02 -0.19 0.14
C 1.3705 -4.2658 -2.0764 0.04 -0.04 0.03
N 0.1777 -3.7049 -1.4672 -0.07 0.11 -0.20
H -1.8642 -4.1834 -1.4068 0.20 -0.03 0.10
C 0.0143 -2.3966 -1.2714 -1.13 0.71 0.91
O -1.0030 -1.9644 -0.6659 1.54 -1.36 -1.04
H 2.0288 -3.4577 -2.4111 -0.15 -0.10 0.08
H 0.7940 -1.7352 -1.6703 0.00 -0.08 0.19
H -0.7267 -5.5595 -1.4825 -0.05 -0.05 0.05
H 1.0973 -4.8981 -2.9313 0.04 0.17 0.08
O 0.5131 -0.0650 0.4462 0.91 -0.76 0.98
Si 1.0663 -0.2967 1.9312 -0.13 0.34 -1.15
C 0.5401 1.1149 3.0428 0.25 -0.33 0.54
C 1.0243 2.3841 2.7123 -0.43 0.41 0.23
C 0.5636 3.5183 3.3858 0.11 -0.24 0.01
C -0.3556 3.3799 4.4280 -0.13 -0.27 0.00
C -0.7759 2.1007 4.8194 0.17 -0.01 0.08
C -0.2952 0.9646 4.1545 -0.05 0.63 0.01
C 0.6597 -2.0009 2.6315 0.25 0.01 0.53
C 1.6098 -2.6811 3.4118 -0.29 -0.55 -0.01
C 1.3844 -4.0075 3.8155 -0.04 0.24 -0.08
C 0.2024 -4.6631 3.4502 0.15 0.20 -0.05
C -0.7606 -3.9786 2.7035 0.30 0.00 0.30
C -0.5333 -2.6566 2.3275 -0.37 -0.23 -0.09
C 2.9491 -0.2212 1.9394 -0.01 0.05 0.23
C 3.6122 -0.7593 0.8350 0.52 -0.07 -0.03
C 5.0082 -0.7371 0.7638 -0.10 0.04 0.14
C 5.7547 -0.1917 1.8126 -0.15 0.05 -0.01
C 5.1000 0.3398 2.9274 -0.24 0.02 -0.01
C 3.6981 0.3319 2.9889 0.55 -0.20 -0.34
H 1.7668 2.4940 1.9200 -0.34 -0.03 0.04
H 0.9254 4.5029 3.0871 -0.13 -0.20 0.13
H -0.7365 4.2621 4.9497 0.11 -0.27 -0.17
H -1.4681 1.9812 5.6588 0.27 0.10 -0.18
H -0.5383 -0.0377 4.5231 -0.15 0.31 -0.27
H 2.5389 -2.1781 3.6945 -0.24 -0.23 -0.13
H 2.1454 -4.5265 4.4036 -0.25 0.10 -0.14
H 0.0338 -5.6990 3.7471 0.06 0.22 -0.06
H -1.6905 -4.4656 2.4119 0.14 0.05 0.13
H -1.3191 -2.1306 1.7913 0.29 -0.14 -0.04
H 3.0411 -1.1828 0.0042 0.13 0.23 0.24
H 5.5065 -1.1355 -0.1206 -0.06 0.06 0.20
H 6.8451 -0.1682 1.7544 -0.29 -0.02 0.03
H 5.6735 0.7752 3.7496 -0.11 -0.13 -0.25
H 3.1929 0.7616 3.8569 0.11 -0.09 -0.23
```
Forces are in eV/Å.

Atomic partial charges in e from the Mulliken method, atoms 1 to 5:
1. O -0.587
2. C 0.054
3. C 0.308
4. C 0.310
5. H 0.140



[2]
This record from the Open Molecules 2025 dataset describes a structure of composition C38H49NO7ReSSe at a distorted geometry. The level of theory is ωB97M-V with the def2-TZVPD basis set.

* HOMO level (spin up / spin down): -8.00 / -8.21 eV
* HOMO-LUMO gap (spin up / spin down): 8.1 / 6.4 eV
* calculated total energy: -134337.564 eV
* molecular weight: 929.04 g mol⁻¹
* relative energy (zero: lowest compared OMol25 entry of this formula, charge and spin): 0.569 eV
* multiplicity: 4
* LUMO energy (spin up / spin down): 0.1 / -1.8 eV

The geometry in XYZ format:
```
98
Properties=species:S:1:pos:R:3:forces:R:3
Re -1.0905 2.0522 0.4613 0.60 -1.89 0.65
C -2.0896 -5.0539 -2.8450 0.03 -0.03 -0.03
C -2.2603 -4.7208 -1.3577 0.02 0.02 0.00
C -1.1602 -5.4406 -0.5785 0.00 -0.02 0.03
C -3.6220 -5.2380 -0.8757 -0.03 0.01 -0.01
C -2.2032 -3.2085 -1.1567 0.00 0.06 0.04
C -1.3571 -2.6024 -0.2479 0.02 0.08 -0.08
C -1.3591 -1.2143 -0.1185 -0.14 -0.50 -0.01
Se -0.2178 -0.4155 1.1794 0.13 0.45 0.09
C 1.4002 -0.2143 0.2003 0.42 -0.15 -0.02
C 2.4507 -1.0955 0.3697 -0.04 0.01 -0.11
C 3.6419 -0.8768 -0.3161 -0.05 -0.04 0.03
C 3.7122 0.2395 -1.1469 -0.03 0.05 0.00
C 2.6731 1.1545 -1.3293 0.19 -0.15 -0.04
C 1.5025 0.9043 -0.6192 -0.83 0.24 0.22
O 0.4316 1.7224 -0.6973 0.52 0.59 -0.61
C 2.8056 2.3791 -2.2322 -0.01 -0.05 0.01
C 4.1883 2.4493 -2.8818 0.05 0.03 0.00
C 2.6046 3.6571 -1.4008 -0.01 0.05 -0.02
C 1.7637 2.3084 -3.3589 0.01 0.02 -0.01
C 4.7997 -1.8614 -0.1495 -0.02 0.04 0.00
C 5.0963 -2.0661 1.3424 0.02 0.02 0.01
C 6.0755 -1.3639 -0.8280 0.02 -0.02 -0.02
C 4.4053 -3.2070 -0.7721 0.00 -0.02 -0.02
C -2.2070 -0.4048 -0.8613 0.15 0.39 -0.03
O -2.1653 0.9234 -0.7194 -0.54 -0.28 -0.25
C -3.1060 -0.9962 -1.7721 0.01 -0.12 -0.07
C -3.0637 -2.3757 -1.8859 -0.04 -0.02 0.01
C -4.0644 -0.1391 -2.6009 0.03 -0.03 0.02
C -4.9561 0.7043 -1.6758 -0.04 0.03 0.01
C -4.9814 -1.0049 -3.4666 -0.04 0.00 -0.02
C -3.2642 0.7767 -3.5384 0.02 0.01 -0.04
H -2.1269 -6.1351 -2.9917 0.00 -0.02 0.00
H -1.1303 -4.6926 -3.2188 0.01 0.01 0.01
H -2.8765 -4.6113 -3.4555 -0.01 0.01 0.00
H -1.2104 -6.5107 -0.7835 0.00 -0.01 -0.01
H -1.2721 -5.3102 0.4992 -0.02 0.02 0.02
H -0.1674 -5.0901 -0.8664 0.01 0.00 -0.02
H -3.6681 -6.3255 -0.9582 0.00 -0.02 -0.02
H -4.4354 -4.8208 -1.4710 -0.02 0.01 0.01
H -3.7948 -4.9656 0.1667 0.01 -0.01 0.02
H -0.6738 -3.1821 0.3571 -0.01 -0.02 0.02
H 2.3321 -1.9496 1.0246 0.02 0.00 0.03
H 4.6347 0.4229 -1.6746 0.00 -0.01 0.00
H 4.9824 2.5710 -2.1422 0.00 0.01 0.02
H 4.2180 3.3136 -3.5465 0.02 0.01 0.00
H 4.4090 1.5641 -3.4819 -0.03 0.00 -0.01
H 3.1895 3.6226 -0.4801 0.03 0.00 -0.01
H 1.5608 3.8012 -1.1285 0.01 -0.03 0.02
H 2.9288 4.5235 -1.9810 -0.03 0.02 -0.01
H 1.9401 1.4387 -3.9956 0.02 -0.01 0.01
H 1.8331 3.2029 -3.9820 0.01 0.01 0.00
H 0.7524 2.2467 -2.9651 -0.03 0.00 0.02
H 5.2827 -1.1129 1.8392 0.01 0.01 -0.01
H 5.9790 -2.6960 1.4672 0.01 -0.02 -0.01
H 4.2693 -2.5578 1.8551 -0.02 0.01 0.02
H 6.3871 -0.3932 -0.4392 0.01 0.01 0.03
H 5.9542 -1.2768 -1.9088 -0.01 0.00 -0.02
H 6.8831 -2.0743 -0.6450 0.01 -0.01 0.00
H 3.5062 -3.6102 -0.3035 -0.01 -0.01 0.01
H 5.2079 -3.9365 -0.6449 0.02 -0.01 0.00
H 4.2059 -3.0989 -1.8397 0.00 0.01 -0.01
H -3.7469 -2.8449 -2.5796 0.02 -0.01 0.02
H -5.4332 0.0755 -0.9205 -0.01 -0.01 0.00
H -5.7468 1.1766 -2.2622 0.01 0.02 -0.02
H -4.3944 1.4893 -1.1746 0.01 -0.03 0.01
H -5.6112 -1.6629 -2.8643 -0.01 0.00 0.01
H -4.4223 -1.6155 -4.1777 0.02 0.01 -0.01
H -5.6380 -0.3522 -4.0430 -0.01 0.00 0.00
H -2.5793 1.4177 -2.9889 0.00 0.02 0.02
H -3.9484 1.4142 -4.1022 -0.01 0.00 -0.01
H -2.6879 0.1848 -4.2530 0.00 -0.01 0.01
C -1.6150 1.1696 7.4975 -0.02 0.00 0.04
C -0.9057 1.7170 6.2910 -0.01 0.01 0.00
C -0.9074 3.0800 6.0128 0.00 0.01 0.01
C -0.2586 3.5852 4.8963 0.00 -0.02 0.01
C 0.3956 2.7131 4.0375 -0.08 -0.06 0.07
C 0.4336 1.3510 4.3111 -0.02 0.06 0.01
C -0.2165 0.8644 5.4314 0.02 -0.04 -0.01
S 1.1086 3.3246 2.5441 -0.16 0.18 -0.05
O 1.9186 2.2687 2.0078 0.09 -0.04 -0.03
O 1.6425 4.6268 2.8255 0.12 -0.08 -0.05
N -0.1600 3.5052 1.5392 0.17 0.32 0.19
C -0.9263 4.7481 1.6523 0.10 -0.15 0.04
C -1.9187 4.7968 0.5096 -0.21 -0.37 -0.37
O -2.4854 5.7774 0.1332 0.02 0.10 0.12
O -2.1569 3.5757 -0.0441 0.08 1.13 -0.28
H -2.0844 1.9638 8.0753 0.00 0.01 0.00
H -0.9216 0.6402 8.1520 0.02 0.00 0.00
H -2.3919 0.4614 7.2068 0.00 -0.01 -0.02
H -1.4162 3.7593 6.6851 -0.01 0.01 0.01
H -0.2382 4.6499 4.7059 0.01 0.01 -0.02
H 0.9904 0.6942 3.6574 0.01 -0.01 -0.01
H -0.1826 -0.1969 5.6470 0.00 -0.01 0.01
H -0.2828 5.6252 1.6254 -0.01 -0.01 -0.02
H -1.5118 4.7849 2.5818 -0.01 0.04 0.00
O -2.8726 1.3935 2.9463 0.20 0.07 -0.40
C -2.3124 1.7096 2.0116 -0.71 0.08 0.86
```
Forces are in eV/Å.

Atomic partial charges in e from the Mulliken method, atoms 1 to 5:
1. Re 2.866
2. C -1.616
3. C 2.020
4. C -2.160
5. C -1.598



Q: Among the records above, which one has the highest calculated total energy?
A: C38H49ClN3O5SiV



Q: Which formula does entry 2 have?
A: C38H49NO7ReSSe